Computed, not measured: C19H37BeClF5LiN2NaO13S4 as an isolated structure at a distorted geometry, with wB97M-V/def2-TZVPD.

Computed properties:
**E**: -124361.0787 eV
**Total charge**: +1
**Maximum force**: 4.6 eV/A
**Frontier orbital gap**: 0.093 hartree

Each line ends with the Löwdin charge.
Atoms and positions in Å:
C  -1.445  4.584  -2.727  -0.065
C  -1.422  3.165  -3.354  -0.176
C  -1.594  2.208  -2.203  -0.419
C  -3.120  2.107  -1.953  -0.004
O  -1.122  0.854  -2.447  -0.315
S  -0.557  0.367  -0.936  0.959
O  -1.707  0.472  -0.046  -0.380
O  -0.419  -1.213  -1.067  -0.345
C  0.774  -1.554  -0.206  -0.140
C  0.499  -2.749  0.603  -0.615
O  1.222  -3.155  1.436  0.168
F  -0.639  -3.356  0.350  -0.001
H  -2.168  5.189  -3.243  0.076
H  -1.756  4.459  -1.713  0.036
H  -0.474  5.030  -2.703  0.077
H  -2.244  3.070  -4.037  0.096
H  -0.501  3.087  -3.907  0.115
H  -1.110  2.592  -1.319  0.092
H  -3.692  2.680  -2.652  0.086
H  -3.326  2.431  -0.950  0.092
H  -3.343  1.049  -1.986  0.024
H  1.635  -1.654  -0.861  0.110
H  0.936  -0.762  0.502  0.087
F  2.632  -0.933  -2.842  -0.655
Na  -3.032  -0.895  -2.514  0.722
C  4.469  0.236  0.749  -0.661
F  3.974  -0.794  1.450  0.102
F  5.668  0.519  1.258  0.124
F  4.672  -0.211  -0.509  0.101
S  3.340  1.702  0.828  0.436
O  3.270  1.973  2.249  -0.344
O  2.105  1.193  0.253  -0.372
O  4.029  2.683  0.031  -0.297
C  -1.380  -5.336  -4.326  -0.267
C  -1.880  -6.740  -4.064  -0.132
O  -3.250  -6.535  -3.671  -0.152
S  -3.860  -5.309  -4.471  0.596
O  -4.585  -5.803  -5.583  -0.201
O  -4.390  -4.324  -3.606  -0.198
O  -2.484  -4.654  -4.978  -0.267
H  -1.158  -4.825  -3.379  -0.023
H  -0.488  -5.292  -4.966  0.090
H  -1.328  -7.227  -3.266  0.152
H  -1.861  -7.373  -4.956  0.126
Be  -1.252  -5.206  -6.837  1.005
C  1.187  5.112  2.146  -0.251
S  0.607  4.248  0.684  0.840
O  -0.471  5.080  0.069  -0.549
C  -0.105  2.863  1.568  -0.273
H  1.666  6.032  1.824  0.054
H  0.340  5.344  2.794  0.053
H  1.911  4.486  2.666  0.048
H  -0.859  3.223  2.273  0.060
H  0.689  2.329  2.091  0.034
H  -0.569  2.198  0.847  -0.012
C  0.509  -1.625  -4.786  -0.055
C  0.506  -2.533  -6.105  -0.350
O  -0.297  -3.601  -5.962  -0.244
H  0.872  -2.175  -3.920  0.008
H  1.177  -0.776  -4.945  0.071
H  -0.464  -1.189  -4.498  0.065
H  1.571  -2.764  -6.308  0.109
H  0.240  -1.837  -6.922  0.118
C  2.253  1.809  8.175  -0.071
C  0.836  2.221  7.831  -0.156
N  0.228  1.380  6.787  -0.039
C  -1.078  1.487  6.364  0.002
C  -1.248  0.580  5.374  0.006
N  -0.043  -0.064  5.209  -0.072
C  0.827  0.428  6.082  -0.009
C  0.259  -1.116  4.227  0.042
H  2.911  1.873  7.308  0.087
H  2.645  2.471  8.941  0.090
H  2.288  0.788  8.557  0.088
H  0.818  3.249  7.472  0.135
H  0.199  2.162  8.711  0.132
H  -1.736  2.208  6.815  0.140
H  -2.085  0.318  4.752  0.139
H  1.847  0.105  6.186  0.170
H  0.542  -2.026  4.747  0.109
H  1.076  -0.789  3.587  0.108
H  -0.620  -1.301  3.621  0.100
Cl  0.267  -4.118  -1.857  0.056
Li  3.669  -1.831  -3.839  0.773